DFT (wB97M-V/def2-TZVPD) results for a structure of composition C3H4O5Tl in a non-equilibrium geometry.

Geometry as XYZ:
```
13
Properties=species:S:1:pos:R:3:forces:R:3:mulliken_charge:R:1
O -1.548 -2.366 1.633 0.95 0.39 -0.54 -0.6184
C -0.928 -1.674 0.823 -2.47 -1.67 1.28 0.7448
O 0.054 -2.031 0.114 1.06 0.23 -0.47 -0.6788
Tl 2.027 -1.467 -0.891 -0.56 -1.19 -0.24 0.6912
O -1.430 -0.416 0.616 1.00 1.61 -0.49 -0.3563
O 3.558 2.852 -0.101 0.47 1.11 -0.47 -0.3546
C 3.000 1.696 0.048 -0.77 -1.30 -0.54 0.4036
O 3.211 0.704 -0.586 0.53 1.42 0.87 -0.3879
H 2.964 3.578 0.147 0.16 -0.18 0.40 0.4027
C -2.502 -0.254 -0.285 -0.52 -0.37 0.16 -0.5912
H -2.640 -1.148 -0.914 0.09 0.31 0.10 0.3083
H -3.407 -0.110 0.315 -0.09 -0.02 -0.27 0.2228
H -2.358 0.636 -0.919 0.15 -0.33 0.22 0.2138
```
Forces are in eV/Å.

Multiplicity = 2
Energy relative to the best compared isomer or geometry (same formula, charge and spin) = 21.9 kcal per mole
DFT total energy = -18104.436 eV
Lowest unoccupied orbital energy (alpha / beta) = -0.33 / -1.95 eV